Entry 1:
{
  "formula": "C24H25FN4O3",
  "method": "ωB97M-V/def2-TZVPD",
  "smiles": "COc1ccc(N(C(=O)c2ccn[nH]2)[C@@H](C(=O)NC2CCCC2)c2ccc(F)cc2)cc1",
  "orbital_gap_ev": 9.12,
  "multiplicity": 1,
  "e_above_lowest_kcal_mol": 9.4,
  "energy_ev": -40114.5145,
  "elements": ["C", "O", "C", "C", "C", "C", "N", "C", "O", "C", "C", "C", "N", "N", "C", "C", "O", "N", "C", "C", "C", "C", "C", "C", "C", "C", "C", "F", "C", "C", "C", "C", "H", "H", "H", "H", "H", "H", "H", "H", "H", "H", "H", "H", "H", "H", "H", "H", "H", "H", "H", "H", "H", "H", "H", "H", "H"],
  "positions_angstrom": [[-5.400, -0.920, -1.550], [-4.831, -0.933, -0.262], [-3.581, -0.435, -0.094], [-2.780, 0.073, -1.113], [-1.513, 0.546, -0.824], [-1.026, 0.532, 0.477], [0.265, 1.036, 0.760], [0.622, 2.337, 0.539], [1.753, 2.735, 0.735], [-0.443, 3.239, 0.054], [-0.351, 4.240, -0.895], [-1.625, 4.819, -0.930], [-2.432, 4.239, -0.063], [-1.718, 3.288, 0.520], [1.286, 0.178, 1.355], [0.821, -1.276, 1.572], [0.836, -1.790, 2.668], [0.490, -1.921, 0.442], [0.133, -3.326, 0.405], [-1.362, -3.554, 0.706], [-2.048, -3.795, -0.649], [-0.989, -3.471, -1.705], [0.320, -3.852, -1.017], [2.535, 0.104, 0.505], [2.478, 0.175, -0.881], [3.625, 0.052, -1.644], [4.831, -0.158, -1.001], [5.952, -0.289, -1.741], [4.917, -0.238, 0.377], [3.762, -0.105, 1.124], [-1.830, 0.029, 1.499], [-3.089, -0.451, 1.214], [-6.395, -1.346, -1.435], [-4.824, -1.534, -2.250], [-5.485, 0.098, -1.941], [-3.128, 0.103, -2.133], [-0.902, 0.947, -1.619], [0.512, 4.501, -1.472], [-1.975, 5.628, -1.540], [-2.128, 2.726, 1.250], [1.556, 0.581, 2.340], [0.470, -1.417, -0.429], [0.766, -3.828, 1.141], [-1.772, -2.685, 1.216], [-1.485, -4.412, 1.364], [-2.348, -4.839, -0.738], [-2.940, -3.181, -0.764], [-1.000, -2.403, -1.932], [-1.147, -4.018, -2.633], [0.422, -4.937, -0.992], [1.202, -3.432, -1.499], [1.539, 0.362, -1.382], [3.594, 0.119, -2.720], [5.874, -0.396, 0.847], [3.811, -0.162, 2.200], [-1.458, 0.009, 2.512], [-3.723, -0.843, 1.994]],
  "lowdin_charge": [-0.080, -0.081, -0.282, 0.000, -0.017, -0.267, 0.049, -0.382, 0.118, -0.178, -0.004, -0.154, 0.042, 0.032, -0.128, -0.463, 0.092, 0.126, -0.280, -0.109, -0.169, -0.186, -0.136, -0.186, -0.031, 0.007, -0.274, 0.055, 0.007, -0.005, -0.016, 0.005, 0.096, 0.094, 0.099, 0.110, 0.125, 0.106, 0.097, 0.156, 0.166, 0.122, 0.149, 0.090, 0.114, 0.108, 0.090, 0.094, 0.108, 0.121, 0.115, 0.110, 0.119, 0.119, 0.126, 0.133, 0.128]
}

Entry 2:
{
  "formula": "C15H28N6O4OsSe3",
  "method": "ωB97M-V/def2-TZVPD",
  "orbital_gap_ev": 6.59,
  "charge": 2,
  "multiplicity": 1,
  "e_above_lowest_kcal_mol": 0.0,
  "energy_ev": -231626.8560,
  "elements": ["Os", "C", "Se", "C", "C", "Se", "C", "H", "H", "H", "H", "H", "H", "H", "H", "H", "H", "C", "C", "N", "C", "C", "C", "O", "C", "C", "C", "C", "N", "C", "H", "H", "H", "H", "H", "H", "H", "H", "H", "H", "H", "H", "H", "H", "O", "N", "O", "O", "N", "N", "H", "H", "H", "H", "Se", "C", "N"],
  "positions_angstrom": [[1.830, -0.164, -0.267], [0.090, -1.570, -3.152], [1.026, 0.068, -2.683], [2.646, -0.154, -3.739], [3.298, -1.475, -3.431], [3.462, -1.752, -1.500], [5.121, -0.778, -1.247], [0.096, -1.637, -4.239], [-0.939, -1.449, -2.817], [0.550, -2.434, -2.684], [3.270, 0.697, -3.465], [2.361, -0.051, -4.786], [4.300, -1.548, -3.855], [2.715, -2.317, -3.804], [5.878, -1.328, -1.802], [5.343, -0.810, -0.184], [5.037, 0.246, -1.595], [-3.534, -1.289, 0.685], [-3.875, 0.184, 0.502], [-3.706, 0.969, 1.715], [-4.687, 0.791, 2.799], [-4.111, 0.054, 3.996], [-2.799, 1.953, 1.876], [-2.762, 2.710, 2.825], [-1.704, 2.133, 0.845], [-1.478, 3.399, 0.315], [-0.379, 3.598, -0.503], [0.486, 2.548, -0.737], [0.287, 1.328, -0.207], [-0.794, 1.134, 0.568], [-3.634, -1.825, -0.260], [-4.202, -1.764, 1.402], [-2.517, -1.418, 1.070], [-4.917, 0.274, 0.185], [-3.281, 0.629, -0.296], [-5.534, 0.252, 2.373], [-5.035, 1.779, 3.098], [-3.772, -0.947, 3.726], [-4.874, -0.048, 4.768], [-3.278, 0.610, 4.423], [-2.148, 4.211, 0.565], [-0.170, 4.564, -0.942], [1.371, 2.681, -1.344], [-0.916, 0.164, 1.027], [3.223, 1.395, -0.281], [3.006, 1.732, 0.955], [3.551, 2.599, 1.519], [2.085, 0.978, 1.476], [0.809, -3.024, -0.297], [0.400, -1.717, 0.162], [0.132, -3.713, 0.024], [1.687, -3.224, 0.177], [0.256, -1.729, 1.175], [-0.510, -1.540, -0.258], [4.674, -1.322, 3.268], [3.646, -1.321, 1.904], [2.915, -1.334, 0.954]],
  "lowdin_charge": [1.198, -0.298, 1.059, -0.456, -0.457, 1.078, -0.270, 0.060, 0.041, 0.015, 0.083, 0.098, 0.099, 0.075, 0.059, 0.032, 0.043, -0.064, -0.198, -0.051, -0.175, -0.058, -0.428, 0.118, -0.074, 0.072, 0.023, -0.146, -0.174, -0.057, 0.081, 0.083, 0.048, 0.133, 0.111, 0.125, 0.130, 0.067, 0.088, 0.077, 0.150, 0.135, 0.107, 0.107, -0.155, -0.458, 0.245, -0.109, -0.014, -0.174, 0.112, 0.053, 0.118, 0.081, 0.848, -0.935, -0.296]
}

Entry 3:
{
  "formula": "C6H18O3",
  "method": "ωB97M-V/def2-TZVPD",
  "smiles": "CCO.CCO.CCO",
  "orbital_gap_ev": 10.46,
  "multiplicity": 1,
  "e_above_lowest_kcal_mol": 35.8,
  "energy_ev": -12654.7307,
  "elements": ["C", "C", "O", "H", "H", "H", "H", "H", "H", "C", "C", "O", "H", "H", "H", "H", "H", "H", "C", "C", "O", "H", "H", "H", "H", "H", "H"],
  "positions_angstrom": [[0.213, -4.019, -0.946], [-0.046, -3.407, -2.276], [-0.317, -2.026, -2.040], [0.879, -4.875, -1.056], [-0.700, -4.340, -0.445], [0.765, -3.389, -0.249], [-0.917, -3.933, -2.666], [0.804, -3.461, -2.955], [-0.710, -1.685, -2.846], [1.756, -0.691, 0.718], [0.254, -0.641, 1.052], [-0.411, -0.093, -0.084], [1.846, -0.979, -0.329], [2.400, -1.351, 1.300], [2.139, 0.329, 0.702], [-0.030, 0.062, 1.835], [-0.011, -1.621, 1.449], [-0.511, -0.706, -0.816], [-0.282, 4.175, 0.321], [-0.813, 3.930, 1.682], [-2.070, 4.691, 1.679], [0.138, 5.180, 0.344], [-1.099, 4.276, -0.394], [0.466, 3.397, 0.169], [-0.135, 4.247, 2.474], [-0.853, 2.871, 1.936], [-2.755, 4.062, 1.442]],
  "lowdin_charge": [-0.085, -0.292, -0.096, 0.079, 0.083, 0.064, 0.115, 0.116, 0.098, -0.091, -0.309, -0.098, 0.061, 0.068, 0.065, 0.098, 0.096, 0.024, -0.104, -0.307, -0.096, 0.076, 0.080, 0.075, 0.107, 0.097, 0.074]
}

Entry 4:
{
  "formula": "C4H20N2O6",
  "method": "ωB97M-V/def2-TZVPD",
  "orbital_gap_ev": [10.37, 5.37],
  "charge": 1,
  "multiplicity": 2,
  "e_above_lowest_kcal_mol": 3.2,
  "energy_ev": -19729.5756,
  "elements": ["C", "N", "C", "C", "N", "C", "O", "H", "H", "H", "H", "H", "H", "H", "H", "H", "H", "H", "H", "O", "H", "H", "O", "H", "H", "O", "H", "H", "O", "H", "H", "O"],
  "positions_angstrom": [[2.276, -0.047, -1.657], [2.314, 0.163, -0.222], [1.828, -0.802, 0.726], [0.300, -0.893, 0.607], [-0.289, -2.051, 0.380], [0.251, -3.417, 0.269], [-0.351, 0.155, 0.634], [2.721, 0.830, -2.127], [1.261, -0.280, -1.989], [2.939, -0.890, -1.874], [2.020, 1.117, -0.009], [2.304, -1.714, 0.359], [2.101, -0.476, 1.729], [-1.312, -2.003, 0.358], [1.300, -3.378, 0.005], [0.003, -3.954, 1.178], [-0.397, -3.951, -0.421], [-2.807, -0.159, -1.467], [-3.511, -1.305, -2.221], [-3.361, -0.949, -1.341], [-1.394, 1.975, -1.577], [-0.653, 0.641, -1.448], [-1.364, 1.070, -1.926], [-2.139, 0.004, 1.074], [-3.507, -0.501, 0.672], [-2.893, -0.476, 1.434], [-0.186, 4.451, -0.547], [0.633, 3.313, 0.073], [0.450, 3.760, -0.765], [0.919, 2.048, 2.248], [1.923, 3.118, 2.038], [1.882, 2.168, 2.254]],
  "lowdin_charge": [0.027, 0.130, -0.027, -0.450, 0.085, -0.005, 0.017, 0.121, 0.120, 0.120, 0.137, 0.127, 0.153, 0.150, 0.079, 0.100, 0.100, 0.003, 0.053, -0.065, 0.059, -0.009, -0.039, -0.023, 0.027, -0.067, 0.058, 0.003, -0.044, 0.045, 0.060, -0.046]
}

Please write out number 4 again, unchanged.
{
  "formula": "C4H20N2O6",
  "method": "ωB97M-V/def2-TZVPD",
  "orbital_gap_ev": [10.37, 5.37],
  "charge": 1,
  "multiplicity": 2,
  "e_above_lowest_kcal_mol": 3.2,
  "energy_ev": -19729.5756,
  "elements": ["C", "N", "C", "C", "N", "C", "O", "H", "H", "H", "H", "H", "H", "H", "H", "H", "H", "H", "H", "O", "H", "H", "O", "H", "H", "O", "H", "H", "O", "H", "H", "O"],
  "positions_angstrom": [[2.276, -0.047, -1.657], [2.314, 0.163, -0.222], [1.828, -0.802, 0.726], [0.300, -0.893, 0.607], [-0.289, -2.051, 0.380], [0.251, -3.417, 0.269], [-0.351, 0.155, 0.634], [2.721, 0.830, -2.127], [1.261, -0.280, -1.989], [2.939, -0.890, -1.874], [2.020, 1.117, -0.009], [2.304, -1.714, 0.359], [2.101, -0.476, 1.729], [-1.312, -2.003, 0.358], [1.300, -3.378, 0.005], [0.003, -3.954, 1.178], [-0.397, -3.951, -0.421], [-2.807, -0.159, -1.467], [-3.511, -1.305, -2.221], [-3.361, -0.949, -1.341], [-1.394, 1.975, -1.577], [-0.653, 0.641, -1.448], [-1.364, 1.070, -1.926], [-2.139, 0.004, 1.074], [-3.507, -0.501, 0.672], [-2.893, -0.476, 1.434], [-0.186, 4.451, -0.547], [0.633, 3.313, 0.073], [0.450, 3.760, -0.765], [0.919, 2.048, 2.248], [1.923, 3.118, 2.038], [1.882, 2.168, 2.254]],
  "lowdin_charge": [0.027, 0.130, -0.027, -0.450, 0.085, -0.005, 0.017, 0.121, 0.120, 0.120, 0.137, 0.127, 0.153, 0.150, 0.079, 0.100, 0.100, 0.003, 0.053, -0.065, 0.059, -0.009, -0.039, -0.023, 0.027, -0.067, 0.058, 0.003, -0.044, 0.045, 0.060, -0.046]
}